{
  "formula": "C11H12Cl5IrN2SSbSe4",
  "method": "ωB97M-V with the def2-TZVPD basis set",
  "symbols": ["Ir", "Cl", "C", "C", "C", "Cl", "C", "Cl", "C", "Cl", "C", "Cl", "Se", "Sb", "Se", "Se", "Se", "C", "C", "N", "C", "S", "N", "C", "C", "H", "H", "H", "H", "H", "H", "H", "H", "H", "H", "H", "H"],
  "positions_angstrom": [[-0.069, 0.093, -0.313], [-1.987, -0.473, 2.445], [-1.826, -1.843, 1.376], [-1.090, -1.703, 0.200], [-0.965, -2.869, -0.560], [0.004, -2.826, -2.001], [-1.550, -4.082, -0.205], [-1.365, -5.484, -1.194], [-2.293, -4.166, 0.970], [-3.035, -5.654, 1.427], [-2.424, -3.038, 1.772], [-3.317, -3.145, 3.247], [1.922, 4.215, -1.297], [-0.181, 3.205, -1.837], [0.281, 0.755, -2.600], [-1.124, 2.169, 0.330], [-1.873, 4.208, -3.182], [3.416, 2.840, 2.368], [1.952, 2.494, 2.170], [1.595, 1.203, 2.762], [1.711, 0.022, 2.154], [2.286, -0.092, 0.541], [1.360, -1.068, 2.855], [1.423, -2.439, 2.359], [2.766, -3.094, 2.636], [3.625, 3.795, 1.884], [4.048, 2.083, 1.902], [3.675, 2.916, 3.426], [1.711, 2.475, 1.109], [1.301, 3.239, 2.627], [1.187, 1.217, 3.684], [0.883, -0.924, 3.731], [1.218, -2.424, 1.291], [0.611, -2.987, 2.842], [3.561, -2.542, 2.136], [2.767, -4.116, 2.257], [2.979, -3.123, 3.706]],
  "forces_ev_per_a": [[0.05, 0.02, 0.02], [-0.01, 0.00, 0.02], [0.01, 0.00, -0.01], [0.00, -0.04, -0.02], [-0.02, 0.00, 0.00], [0.01, 0.00, 0.00], [0.00, 0.01, 0.00], [0.00, 0.00, 0.00], [0.00, 0.00, 0.00], [0.01, 0.00, 0.01], [-0.01, 0.00, -0.01], [0.00, 0.00, 0.01], [-0.01, 0.01, -0.02], [-0.04, -0.03, -0.03], [0.02, 0.00, 0.02], [-0.01, 0.02, 0.01], [0.02, 0.03, 0.00], [-0.01, 0.00, 0.00], [-0.01, 0.00, -0.01], [0.01, 0.00, 0.02], [-0.02, -0.01, -0.01], [-0.03, 0.00, -0.03], [-0.01, 0.00, 0.01], [0.00, -0.01, 0.00], [0.00, 0.00, 0.00], [0.00, 0.01, 0.00], [0.00, 0.00, 0.00], [0.00, 0.00, 0.00], [0.01, 0.00, 0.02], [0.00, 0.00, 0.00], [0.01, -0.01, 0.00], [0.01, 0.01, 0.00], [0.00, 0.00, 0.01], [0.00, 0.00, 0.00], [0.00, 0.00, 0.00], [0.00, 0.00, 0.00], [0.00, 0.00, 0.00]],
  "lowdin_charge": [0.38, 0.61, -0.71, -0.40, -0.72, 0.63, -0.71, 0.66, -0.72, 0.65, -0.72, 0.65, -0.17, -0.29, 0.03, 0.01, -0.21, -0.09, -0.31, 0.00, -0.78, 0.61, 0.00, -0.27, -0.08, 0.07, 0.06, 0.07, -0.02, 0.12, 0.14, 0.13, 0.07, 0.12, 0.06, 0.07, 0.07],
  "total_charge": -1,
  "gap_ev": [6.4378, 5.4112],
  "multiplicity": 5,
  "s_squared": 6.022
}

=====

{
  "formula": "C5H13NO",
  "method": "ωB97M-V with the def2-TZVPD basis set",
  "symbols": ["C", "C", "C", "C", "H", "H", "H", "H", "H", "H", "H", "H", "C", "O", "N", "H", "H", "H", "H", "H"],
  "positions_angstrom": [[-1.847, -0.131, 0.918], [-0.800, -0.937, 0.821], [0.330, -0.902, 1.802], [-0.659, -1.931, -0.287], [-1.940, 0.587, 1.716], [-2.657, -0.159, 0.209], [0.474, -1.875, 2.251], [1.254, -0.611, 1.276], [0.154, -0.179, 2.584], [-0.498, -2.931, 0.117], [-1.536, -1.939, -0.924], [0.201, -1.676, -0.897], [0.177, 2.215, -0.890], [0.745, 0.930, -0.941], [2.043, 0.975, -1.548], [-0.829, 2.052, -0.495], [0.129, 2.663, -1.892], [0.735, 2.875, -0.223], [1.933, 0.686, -2.530], [2.589, 0.290, -1.067]],
  "forces_ev_per_a": [[-0.08, -0.01, 0.10], [-0.08, -0.01, 0.04], [0.23, 0.35, -0.51], [-0.06, 0.04, 0.14], [0.05, 0.12, 0.19], [-0.14, -0.07, -0.20], [0.15, -0.34, 0.14], [-0.19, -0.18, 0.18], [-0.06, 0.21, 0.27], [0.00, -0.12, -0.01], [-0.16, -0.06, -0.12], [0.24, 0.03, -0.15], [-0.06, 0.12, -0.07], [0.50, -0.64, -0.33], [-0.57, 1.00, -0.60], [0.13, 0.13, -0.10], [-0.06, -0.01, 0.15], [0.06, 0.04, -0.02], [-0.07, -0.06, 0.60], [0.18, -0.54, 0.29]],
  "lowdin_charge": [0.01, -0.45, -0.07, -0.07, 0.06, 0.06, 0.07, 0.08, 0.07, 0.08, 0.07, 0.07, -0.12, -0.29, 0.03, 0.07, 0.08, 0.08, 0.09, 0.06],
  "gap_ev": 9.9851,
  "smiles": "C=C(C)C.CON"
}

=====

{
  "formula": "C5H3NO",
  "method": "ωB97M-V with the def2-TZVPD basis set",
  "symbols": ["C", "C", "C", "C", "O", "N", "C", "H", "H", "H"],
  "positions_angstrom": [[-1.026, 1.727, -1.995], [-0.529, 0.915, -1.137], [-0.164, 0.142, 0.023], [-0.780, -0.168, 1.194], [-0.034, -1.034, 1.888], [1.118, -1.309, 1.192], [1.056, -0.593, 0.110], [0.165, 0.530, -2.354], [-1.697, 0.176, 1.645], [1.959, -0.485, -0.480]],
  "forces_ev_per_a": [[0.89, -0.96, -0.07], [1.23, -0.65, -2.07], [0.31, -0.08, -0.10], [-0.09, 0.12, -0.35], [-0.39, 0.06, 0.03], [0.22, 0.29, -0.01], [0.39, 0.07, 0.50], [-2.24, 1.69, 2.41], [0.01, -0.19, -0.02], [-0.33, -0.34, -0.33]],
  "lowdin_charge": [0.08, -0.23, -0.24, -0.05, -0.02, 0.08, -0.11, 0.23, 0.14, 0.13],
  "gap_ev": 9.7562
}

=====

{
  "formula": "C4H10NOS",
  "method": "ωB97M-V with the def2-TZVPD basis set",
  "symbols": ["C", "C", "C", "C", "N", "O", "S", "H", "H", "H", "H", "H", "H", "H", "H", "H", "H"],
  "positions_angstrom": [[-1.279, 1.319, -0.025], [-0.243, 1.817, 0.895], [-0.501, 0.288, -0.953], [1.243, -1.994, -0.681], [0.851, -0.108, 1.200], [-1.090, -1.773, 0.619], [0.051, -0.980, 0.153], [-2.172, 1.033, 0.507], [-1.688, 2.181, -0.732], [0.643, 2.413, 0.540], [-0.333, 1.831, 1.907], [-1.139, -0.171, -1.708], [0.354, 0.843, -1.396], [0.630, -2.296, -1.485], [1.896, -2.669, -0.111], [1.948, -1.316, -1.000], [0.829, -0.419, 2.269]],
  "forces_ev_per_a": [[0.07, 1.51, -1.90], [2.88, -1.46, -2.01], [-0.65, 1.14, -0.11], [-0.71, 0.34, 0.86], [-0.94, 1.69, 2.06], [1.34, 1.03, -0.84], [-0.86, -1.59, 2.90], [-0.05, -0.96, 0.04], [1.23, -1.50, 1.25], [-1.07, -0.80, 0.10], [-0.90, 0.49, 2.72], [0.09, 0.06, -0.05], [-0.45, -0.62, 0.15], [-0.03, -1.43, -1.07], [-1.30, -0.37, 0.28], [1.54, 1.87, -1.26], [-0.18, 0.61, -3.13]],
  "lowdin_charge": [-0.20, 0.15, -0.22, -0.11, -0.17, -0.31, 0.74, 0.12, 0.19, 0.13, 0.06, 0.12, 0.13, 0.07, 0.11, 0.04, 0.15],
  "total_charge": 1,
  "gap_ev": 9.5386
}

=====

{
  "formula": "C43H35N5O3PV",
  "method": "ωB97M-V with the def2-TZVPD basis set",
  "symbols": ["V", "C", "O", "C", "C", "C", "C", "C", "C", "N", "N", "C", "O", "C", "C", "C", "C", "C", "C", "C", "O", "H", "H", "H", "H", "H", "H", "H", "H", "H", "H", "H", "H", "N", "P", "C", "C", "C", "C", "C", "C", "C", "C", "C", "C", "C", "C", "C", "C", "C", "C", "C", "N", "H", "H", "H", "H", "H", "H", "H", "H", "H", "H", "H", "H", "H", "H", "H", "C", "C", "C", "C", "N", "C", "C", "C", "C", "C", "C", "C", "H", "H", "H", "H", "H", "H", "H", "H"],
  "positions_angstrom": [[-0.757, -0.412, 0.364], [-4.291, -1.608, -1.454], [-5.141, -0.458, -1.207], [-4.857, 0.428, -0.227], [-5.907, 1.226, 0.181], [-5.747, 2.196, 1.178], [-4.509, 2.361, 1.759], [-3.419, 1.582, 1.344], [-2.108, 1.849, 1.961], [-1.035, 1.226, 1.650], [0.114, 1.580, 2.421], [1.071, 0.745, 2.127], [0.997, -0.175, 1.227], [2.258, 0.724, 3.058], [3.067, -0.399, 3.043], [4.127, -0.523, 3.945], [4.381, 0.489, 4.857], [3.574, 1.626, 4.862], [2.516, 1.741, 3.968], [-3.578, 0.610, 0.346], [-2.540, -0.096, -0.090], [-4.859, -2.224, -2.147], [-4.111, -2.161, -0.537], [-3.337, -1.339, -1.890], [-6.865, 1.075, -0.307], [-6.590, 2.805, 1.486], [-4.355, 3.105, 2.536], [-2.046, 2.607, 2.736], [2.843, -1.184, 2.328], [4.744, -1.415, 3.932], [5.199, 0.396, 5.564], [3.764, 2.422, 5.573], [1.869, 2.610, 3.970], [1.786, 1.716, -2.532], [2.178, 0.335, -1.532], [3.385, -0.451, -2.700], [4.513, 0.185, -3.215], [5.346, -0.466, -4.118], [5.059, -1.773, -4.510], [3.946, -2.416, -4.004], [3.107, -1.756, -3.101], [3.388, 1.159, -0.394], [4.486, 0.471, 0.124], [5.327, 1.067, 1.060], [5.071, 2.359, 1.504], [3.966, 3.045, 1.015], [3.129, 2.449, 0.076], [0.553, 2.349, -2.520], [0.225, 3.265, -3.533], [-0.981, 3.914, -3.468], [-1.844, 3.652, -2.409], [-1.435, 2.734, -1.464], [-0.258, 2.084, -1.503], [2.358, 1.899, -3.338], [4.756, 1.195, -2.894], [6.223, 0.038, -4.507], [5.712, -2.285, -5.208], [3.719, -3.433, -4.302], [2.227, -2.256, -2.706], [4.682, -0.551, -0.193], [6.177, 0.517, 1.450], [5.717, 2.819, 2.244], [3.744, 4.045, 1.374], [2.253, 2.984, -0.277], [0.919, 3.440, -4.346], [-1.254, 4.625, -4.240], [-2.804, 4.140, -2.312], [-2.072, 2.503, -0.625], [-1.519, -3.131, 3.555], [-1.994, -4.254, 2.860], [-1.934, -4.251, 1.489], [-1.410, -3.156, 0.793], [-1.049, -2.009, 1.471], [-1.088, -2.047, 2.847], [-1.155, -3.098, -0.656], [-1.394, -4.186, -1.522], [-1.142, -4.074, -2.873], [-0.629, -2.868, -3.386], [-0.362, -1.822, -2.522], [-0.602, -1.880, -1.119], [-1.522, -3.095, 4.639], [-2.390, -5.109, 3.393], [-2.282, -5.113, 0.928], [-0.769, -1.139, 3.340], [-1.778, -5.127, -1.136], [-1.343, -4.910, -3.534], [-0.449, -2.763, -4.453], [0.029, -0.902, -2.955]],
  "forces_ev_per_a": [[0.87, 0.58, -0.83], [-0.39, 0.32, 0.12], [0.29, -0.63, -0.57], [-0.03, 0.14, 0.25], [-0.17, 0.15, 0.11], [0.01, -0.06, -0.06], [-0.07, 0.07, 0.01], [0.46, 0.46, 0.57], [-0.65, 0.00, -0.29], [0.92, -0.10, 0.58], [-0.83, -0.06, -0.29], [0.04, -0.41, 0.40], [0.74, 0.42, 0.71], [-0.30, 0.04, -0.60], [0.40, -0.34, 0.21], [-0.27, 0.04, -0.19], [-0.06, 0.08, -0.03], [-0.11, -0.03, -0.13], [0.13, 0.14, 0.23], [1.20, -0.63, -0.38], [-2.03, 0.62, -0.03], [-0.09, -0.01, -0.02], [0.02, -0.03, 0.12], [0.08, 0.10, -0.04], [0.04, 0.01, 0.07], [0.06, -0.06, -0.03], [-0.02, -0.04, -0.05], [-0.08, 0.11, 0.06], [0.04, 0.08, 0.06], [-0.02, 0.03, -0.01], [-0.05, 0.02, -0.04], [0.01, 0.00, -0.01], [0.04, -0.04, 0.02], [-0.31, -0.31, 0.08], [0.41, 0.47, -0.08], [-0.28, -0.04, 0.06], [0.21, 0.03, -0.13], [-0.15, 0.00, 0.11], [0.16, 0.19, -0.03], [-0.27, 0.06, 0.24], [0.09, -0.17, -0.10], [-0.05, -0.02, 0.08], [0.00, 0.01, 0.03], [-0.10, 0.04, -0.12], [-0.02, -0.04, -0.06], [-0.03, -0.07, -0.09], [0.06, -0.05, 0.05], [0.37, -0.22, 0.06], [0.13, -0.06, -0.08], [-0.09, 0.14, -0.12], [-0.01, -0.02, 0.08], [0.28, -0.20, -0.02], [-0.40, 0.16, 0.11], [0.11, 0.09, -0.09], [-0.01, -0.06, 0.00], [-0.03, -0.01, 0.01], [-0.02, 0.03, 0.02], [-0.01, 0.03, 0.02], [0.09, 0.04, -0.05], [0.01, 0.11, -0.02], [-0.07, 0.02, -0.01], [-0.04, -0.03, -0.04], [0.00, -0.10, -0.02], [0.06, -0.03, 0.00], [0.00, 0.01, 0.01], [0.00, -0.02, 0.02], [0.02, -0.02, -0.02], [-0.04, -0.08, 0.10], [-0.09, -0.18, 0.18], [0.05, 0.05, 0.12], [-0.06, -0.19, -0.26], [0.18, 0.51, -0.06], [-0.37, -1.01, 0.91], [0.19, 0.13, -1.10], [0.01, -0.01, 0.14], [-0.12, 0.02, 0.14], [0.08, 0.15, -0.03], [-0.07, -0.18, 0.18], [-0.05, -0.06, 0.42], [-0.01, -0.32, -0.65], [-0.01, 0.00, -0.08], [-0.01, 0.00, 0.01], [0.05, 0.07, 0.06], [0.01, 0.08, -0.02], [-0.03, 0.06, -0.04], [0.01, 0.02, 0.01], [0.00, -0.02, 0.06], [-0.03, 0.02, 0.06]],
  "lowdin_charge": [0.79, -0.04, -0.07, -0.23, -0.03, -0.12, -0.08, -0.16, -0.09, -0.06, 0.10, -0.47, -0.21, -0.15, -0.03, -0.09, -0.11, -0.10, -0.04, -0.25, -0.21, 0.09, 0.09, 0.08, 0.11, 0.09, 0.10, 0.12, 0.12, 0.10, 0.09, 0.09, 0.11, -0.12, 1.12, -0.36, -0.11, -0.09, -0.10, -0.08, -0.09, -0.36, -0.11, -0.10, -0.10, -0.09, -0.09, -0.40, -0.04, -0.09, -0.07, -0.11, 0.13, 0.08, 0.11, 0.10, 0.10, 0.10, 0.09, 0.11, 0.10, 0.10, 0.10, 0.10, 0.10, 0.10, 0.10, 0.09, -0.10, -0.10, -0.04, -0.21, -0.02, -0.10, -0.22, -0.07, -0.12, -0.13, -0.17, -0.16, 0.09, 0.09, 0.10, 0.11, 0.09, 0.08, 0.09, 0.06],
  "total_charge": -1,
  "gap_ev": [4.8472, 4.7816],
  "multiplicity": 2,
  "s_squared": 0.775
}

=====

{
  "formula": "C3H8O2",
  "method": "ωB97M-V with the def2-TZVPD basis set",
  "symbols": ["C", "C", "C", "O", "H", "H", "H", "H", "H", "H", "O", "H", "H"],
  "positions_angstrom": [[-1.313, -0.998, 0.210], [-0.029, -0.771, -0.092], [1.115, -1.724, 0.344], [0.416, 0.316, -0.782], [-1.563, -1.726, 0.964], [-2.077, -0.623, -0.463], [1.564, -1.400, 1.283], [0.564, -2.646, 0.515], [1.867, -1.677, -0.439], [-0.139, 1.048, -0.460], [-0.251, 3.028, -0.517], [-0.188, 3.901, -0.928], [0.033, 3.270, 0.363]],
  "forces_ev_per_a": [[0.36, -0.03, -0.79], [0.96, -0.77, 1.06], [-1.75, 1.40, 0.14], [-0.44, -0.03, 0.24], [-0.10, -0.34, -0.26], [-0.17, 0.57, 0.63], [0.08, 0.10, -0.03], [0.87, -0.47, -0.24], [0.00, -0.60, -0.04], [0.26, 0.07, -0.85], [0.02, 0.79, -0.01], [-0.20, -0.36, -0.52], [0.11, -0.33, 0.68]],
  "lowdin_charge": [0.02, -0.46, -0.03, 0.01, 0.05, 0.06, 0.07, 0.07, 0.08, 0.06, -0.04, 0.06, 0.05],
  "gap_ev": 9.0074,
  "smiles": "C=C(C)O.O"
}

=====

no.,largest force on an atom (eV/Å),energy (hartree)
1,0.06,-13185.45877
2,1.30,-328.20375
3,3.70,-322.10049
4,3.80,-686.18734
5,2.12,-3444.54564
6,2.25,-269.54117